# 1
Below is 2 unconnected molecules or ions with the total composition C32H29N2OP, with properties calculated with wB97M-V/def2-TZVPD.

Last column: Mulliken charge in e.
Cartesian coordinates (Å):
C 5.220 -4.484 1.960  -0.39
C 4.040 -4.344 2.706  -0.61
C 2.969 -3.597 2.197  -0.17
C 3.069 -2.985 0.938  0.09
P 1.646 -2.149 0.134  1.48
C 0.322 -3.213 0.784  -0.08
C -0.501 -2.853 1.857  -0.21
C -1.440 -3.789 2.320  -0.69
C -1.534 -5.054 1.721  -0.38
C -0.663 -5.413 0.683  -0.58
C 0.265 -4.489 0.210  -0.33
C 1.369 -0.470 0.613  0.04
C 2.473 0.371 0.528  -0.24
N 3.395 1.096 0.349  -0.80
O 1.795 -2.308 -1.348  -0.89
C 4.242 -3.136 0.189  -0.35
C 5.297 -3.909 0.682  -0.51
H 6.070 -5.041 2.371  0.35
H 3.941 -4.824 3.684  0.36
H 2.044 -3.513 2.773  0.32
H -0.386 -1.878 2.343  0.41
H -2.084 -3.527 3.163  0.38
H -2.273 -5.775 2.076  0.36
H -0.690 -6.408 0.239  0.38
H 0.968 -4.753 -0.583  0.40
H 0.382 -0.109 0.940  0.24
H 4.316 -2.665 -0.792  0.38
H 6.180 -4.067 0.060  0.35
C 0.128 1.503 -4.127  -1.66
C -0.852 1.253 -3.061  0.50
N -2.119 0.873 -3.348  0.28
C -2.626 0.675 -4.691  -0.97
C -2.889 0.767 -2.185  -0.01
C -2.073 1.148 -1.101  0.63
C -2.605 1.231 0.183  -0.02
C -3.969 0.966 0.351  -1.10
C -4.774 0.621 -0.749  -0.71
C -4.247 0.540 -2.045  -0.98
C -0.770 1.475 -1.650  1.24
C 0.283 1.996 -0.891  -2.11
C 0.131 3.134 -0.028  1.17
C -1.074 3.883 0.087  0.01
C -1.193 4.919 1.002  -1.01
C -0.122 5.273 1.830  1.16
C -0.282 6.321 2.898  -1.40
C 1.115 4.643 1.625  -0.89
C 1.239 3.603 0.728  -0.87
H 1.002 1.990 -3.685  0.39
H 0.461 0.562 -4.589  0.35
H -0.301 2.135 -4.922  0.41
H -3.677 0.390 -4.624  0.34
H -2.519 1.587 -5.295  0.33
H -2.091 -0.134 -5.200  0.31
H -1.947 1.503 1.013  0.60
H -4.399 1.057 1.349  0.43
H -5.828 0.421 -0.576  0.41
H -4.857 0.334 -2.919  0.25
H 1.294 1.671 -1.123  0.91
H -1.940 3.626 -0.520  0.57
H -2.142 5.448 1.101  0.40
H 0.653 6.439 3.459  0.35
H -0.525 7.302 2.463  0.33
H -1.084 6.078 3.613  0.33
H 1.974 4.964 2.215  0.33
H 2.193 3.088 0.616  0.39

Output
- Maximum force: 0.0420 hartree/bohr
- Kohn-Sham gap: 4.4 eV
- Electronic energy: -47969.436 eV
- Charge: 0

# 2
Below is a molecular structure, C50H42AsCsN10O, with properties calculated with wB97M-V/def2-TZVPD.

Last column: Mulliken charge in e.
Cartesian coordinates (Å):
Cs 0.307 -1.621 -0.745  1.50
C -2.727 4.621 2.552  -0.27
C -2.694 3.747 3.816  -0.21
C -2.182 2.321 3.587  -0.44
C -1.255 2.081 2.477  0.17
C -0.267 1.003 2.245  -0.39
N 0.218 1.058 0.986  -0.37
C -0.365 2.175 0.383  -0.64
N -0.057 2.601 -0.841  -0.11
C 0.939 2.254 -1.689  -0.70
C 1.721 3.191 -2.474  0.40
C 1.622 4.543 -2.784  -0.25
C 2.690 5.121 -3.502  -0.53
C 3.880 4.449 -3.702  -0.50
C 3.930 3.064 -3.585  -0.40
C 2.830 2.428 -3.007  0.06
C 2.573 1.080 -2.450  -0.32
N 3.480 0.152 -2.645  -0.46
C 3.700 -0.870 -1.843  -0.12
N 3.101 -1.051 -0.619  -0.41
C 3.797 -2.025 0.050  -0.67
N 3.644 -2.467 1.300  -0.35
C 2.761 -1.997 2.192  -0.41
N 1.475 -1.551 1.914  0.13
C 1.088 -0.764 3.027  -0.64
N 0.203 0.220 3.209  -0.29
C 2.036 -1.018 4.157  0.43
C 2.129 -0.508 5.491  -0.14
C 3.238 -0.865 6.247  -0.55
C 4.170 -1.771 5.721  -0.46
C 4.131 -2.188 4.414  -0.29
C 3.058 -1.773 3.624  0.11
C 4.844 -2.587 -0.771  0.54
C 5.745 -3.644 -0.599  0.29
C 6.627 -3.995 -1.619  -0.97
C 6.641 -3.161 -2.742  -0.21
C 5.881 -1.999 -2.880  -0.37
C 4.870 -1.771 -1.938  -0.04
N 1.405 0.985 -1.811  0.35
C -1.273 2.813 1.334  0.52
C -2.265 3.904 1.245  -0.48
H -2.495 5.761 2.632  0.10
H -2.409 4.235 4.831  0.09
H -1.819 1.941 4.516  0.80
H 0.746 5.045 -2.501  0.56
H 2.575 6.160 -3.849  0.31
H 4.670 5.086 -4.129  0.28
H 4.730 2.457 -3.935  0.51
H 1.477 0.350 5.841  0.31
H 3.387 -0.345 7.185  0.37
H 4.981 -2.221 6.340  0.28
H 4.792 -2.950 4.010  0.43
H 5.688 -4.096 0.392  0.43
H 7.192 -4.922 -1.661  0.36
H 7.319 -3.388 -3.594  0.29
H 6.035 -1.377 -3.774  0.43
H -1.937 4.592 0.429  0.48
C -6.020 4.106 -0.296  -1.40
C -4.468 4.219 -0.220  -1.08
C -3.839 3.492 0.922  1.83
C -4.239 4.184 2.299  -0.67
C -4.147 3.320 3.526  -0.67
C -3.683 1.860 3.268  -0.62
C -3.957 1.220 1.976  0.09
C -3.879 -0.249 2.010  -0.41
C -5.153 -0.924 2.602  -1.55
C -4.066 1.989 0.833  -0.03
N -4.174 1.625 -0.475  -0.08
C -4.311 0.411 -0.974  0.21
C -4.086 0.050 -2.359  -0.32
C -3.279 0.719 -3.413  -0.76
C -3.348 -0.098 -4.478  -0.56
C -4.154 -1.204 -4.135  -0.45
N -4.647 -1.079 -2.883  -0.77
H -6.338 3.481 -1.160  0.22
H -6.360 5.129 -0.451  0.50
H -6.355 3.714 0.684  0.28
H -4.269 5.325 -0.062  0.56
H -3.957 4.036 -1.191  0.32
H -5.008 4.977 2.232  0.44
H -4.816 3.452 4.396  0.31
H -3.854 1.110 4.083  0.64
H -2.990 -0.497 2.677  0.21
H -3.680 -0.679 0.958  0.29
H -5.706 -0.235 3.301  0.27
H -4.922 -1.877 3.102  0.41
H -5.868 -1.143 1.857  0.39
H -4.678 -0.479 -0.395  0.35
H -2.679 1.594 -3.239  0.60
H -2.819 -0.003 -5.432  0.35
H -4.430 -2.045 -4.743  0.50
C 0.047 -6.013 -3.678  -1.17
As 1.458 -5.348 -2.416  0.69
C 3.140 -6.004 -3.219  -0.74
C 1.041 -6.046 -0.672  -0.91
O 1.360 -3.652 -2.419  -0.60
H 0.214 -5.483 -4.602  0.33
H -1.006 -5.899 -3.264  0.31
H 0.194 -7.055 -3.854  0.42
H 3.211 -5.783 -4.259  0.36
H 3.389 -7.034 -2.998  0.37
H 3.869 -5.315 -2.737  0.04
H 1.475 -6.984 -0.503  0.40
H -0.062 -6.209 -0.657  0.32
H 1.270 -5.193 0.005  0.17

Output
- Maximum force: 0.0659 hartree/bohr
- Kohn-Sham gap (spin up / spin down): 4.2 / 4.1 eV
- Electronic energy: -130862.594 eV
- Charge: -2